C10H22KO4S | wB97M-V/def2-TZVPD

Computed properties:
energy	-46077.286	eV
net charge	-1
2S+1	1
strongest force on any atom	1.86	eV/A
molar mass	277.45	g mol⁻¹

XYZ file:
```
38
C10H22KO4S | OMol25 | wB97M-V/def2-TZVPD
K -1.39640 -0.00631 1.30124
S -1.70997 1.78178 -2.19655
O -2.39898 1.56666 -0.94802
O -2.41968 2.23847 -3.37909
O -1.54367 -2.68707 0.78071
O 0.77532 1.84082 1.40252
C -0.27381 2.88830 -1.91863
C -1.98685 -2.80577 3.20034
C 0.86117 2.31425 -2.79076
C 2.08358 1.81111 1.00593
C -1.67008 -3.53014 1.84613
C 2.47187 0.57952 0.16699
C -2.58969 -4.72965 1.65919
C 0.56475 0.87780 -3.27608
C -0.71013 0.36255 -2.63001
C 3.09535 2.03650 2.12707
H -0.70165 -4.04260 2.06097
H -2.76479 -5.24954 2.60102
H -2.64901 -3.36754 3.86803
H -1.30524 -0.35150 -3.19426
H -2.20353 -5.41211 0.89479
H 0.01153 2.77322 -0.86402
H 2.39919 -0.38131 0.69897
H -0.44312 -0.12949 -1.69104
H 1.40249 0.23847 -2.99746
H 2.96493 1.29439 2.92026
H 0.54091 0.86441 -4.36468
H -2.56395 -1.89162 3.01319
H -0.50159 3.94728 -2.00464
H 2.97237 3.02513 2.57062
H 2.22068 2.64120 0.26759
H 4.10152 1.93586 1.70505
H -3.54971 -4.42879 1.20548
H 0.96669 2.96276 -3.66496
H -1.08809 -2.49216 3.73480
H 1.75246 0.46008 -0.65217
H 1.79120 2.42856 -2.23739
H 3.49390 0.63647 -0.22115
```